C19H24N4O3 | ωB97M-V with the def2-TZVPD basis set

Cartesian coordinates (Å):
C1 5.30675 1.08437 -2.67720
C2 4.45096 0.89034 -1.50987
C3 3.75126 0.73145 -0.54920
C4 2.86767 0.52996 0.59825
C5 2.26421 -0.88318 0.59716
N1 1.50161 -1.17982 -0.61145
C6 0.54001 -0.40998 -1.15317
O1 0.03366 0.57247 -0.59492
C7 0.05813 -0.86862 -2.46084
N2 0.58659 -1.94745 -3.11215
C8 -0.07900 -2.07351 -4.22632
N3 -1.04491 -1.10736 -4.33995
C9 -1.96398 -0.87493 -5.33953
C10 -2.82333 0.15327 -5.21117
C11 -2.78067 0.99297 -4.05142
C12 -1.87739 0.76844 -3.06791
C13 -0.97070 -0.31731 -3.20224
C14 1.41542 -1.18368 1.84522
O2 1.59018 -2.20436 2.48621
N4 0.46843 -0.25855 2.11463
C15 -0.66167 -0.52045 2.99610
C16 -1.82566 -1.03296 2.14739
O3 -2.29803 -0.06196 1.22704
C17 -0.99231 0.74194 3.78395
C18 -2.14565 0.57830 4.76503
C19 -2.33935 1.81926 5.62732
H1 6.05113 0.29149 -2.74958
H2 4.71691 1.08118 -3.59387
H3 5.83242 2.03731 -2.61620
H4 3.42297 0.65457 1.53048
H5 2.08214 1.28394 0.58213
H6 3.07486 -1.60732 0.62493
H7 1.80693 -1.94987 -1.18742
H8 0.07397 -2.82287 -4.98526
H9 -1.93691 -1.54917 -6.18243
H10 -3.54451 0.33478 -5.99412
H11 -3.48056 1.81243 -3.96642
H12 -1.81441 1.38009 -2.18097
H13 0.33370 0.45499 1.40936
H14 -0.35471 -1.31861 3.67457
H15 -1.50556 -1.94540 1.63155
H16 -2.67315 -1.28952 2.78296
H17 -1.61113 0.11450 0.56814
H18 -0.09083 1.04400 4.32506
H19 -1.22765 1.54785 3.08158
H20 -3.06875 0.37190 4.21841
H21 -1.95938 -0.29048 5.40496
H22 -3.17075 1.69851 6.32248
H23 -1.44225 2.03349 6.21171
H24 -2.54672 2.69354 5.00696

Output
* HOMO-LUMO gap: 8.541 eV
* energy relative to the best compared isomer or geometry (same formula, charge and spin): 64.7 kcal/mol
* structure (SMILES): CC#CC[C@H](NC(=O)c1ncn2ccccc12)C(=O)N[C@H](CO)CCC
* DFT total energy: -32195.4110 eV
* E_LUMO: 0.008 Eh
* net charge: 0